Density functional theory data (ωB97M-V with the def2-TZVPD basis set) for a 6-piece molecular cluster, C6H22O7 overall at a distorted geometry.

CARTESIAN COORDINATES (ANGSTROEM)
1 C -4.089 -0.019 0.186
2 C -2.776 0.592 0.404
3 C -1.616 -0.424 0.217
4 C -0.978 -0.830 1.640
5 C 0.427 -1.527 1.483
6 C 1.509 -0.861 0.806
7 O 1.659 -0.618 -0.361
8 O 2.589 -0.875 1.644
9 H -4.288 -0.380 -0.804
10 H -5.018 0.695 0.426
11 H -4.187 -1.033 0.711
12 H -2.631 1.382 1.174
13 H -2.769 1.399 -0.494
14 H -1.954 -1.275 -0.211
15 H -0.900 0.018 -0.421
16 H -0.942 0.026 2.289
17 H -1.643 -1.511 2.078
18 H 0.188 -2.581 1.027
19 H 0.804 -1.968 2.441
20 H 3.312 -0.161 1.595
21 O 0.369 -3.207 -1.776
22 H 0.832 -2.380 -1.693
23 H 0.128 -3.078 -2.769
24 O 0.059 3.165 -1.656
25 H -0.802 3.690 -1.570
26 H 0.464 3.413 -2.527
27 O 0.865 -0.375 -3.478
28 H -0.081 -0.026 -3.458
29 H 0.989 -0.331 -2.517
30 O -1.721 2.620 2.464
31 H -1.384 2.775 1.738
32 H -0.993 2.164 2.888
33 O 3.649 1.192 -0.244
34 H 3.246 1.893 -0.681
35 H 3.014 0.487 -0.395

As for the gap between HOMO and LUMO: 10.4 eV. As for the spin multiplicity: 1. For the maximum force, the calculation gives 13.13 eV/Å. For the relative energy (zero: lowest compared OMol25 entry of this formula, charge and spin), the calculation gives 395.39 kJ/mol. The calculation puts the LUMO energy at 0.08 eV.

Results of the Mulliken charge analysis, in e, for atoms 1 through 2: number 1, C, carries -1.3852; number 2, C, carries -0.3042